Record 1
Density functional theory data (ωB97M-V/def2-TZVPD) for an isolated ion of composition C7H12N and charge +1 in a non-equilibrium geometry.

Cartesian coordinates (Å):
C1 -1.93336 -0.96502 -0.12507
C2 -0.68103 -1.33577 -0.24637
C3 -2.62021 0.24034 0.43855
C4 -2.29241 1.44742 -0.04489
C5 0.42583 -0.67701 0.55383
C6 2.44593 0.71405 0.68980
C7 1.68930 -0.29667 -1.41123
N1 1.57556 -0.07736 -0.16280
H1 -2.73503 -1.37691 -0.70243
H2 -0.31040 -2.20114 -0.90795
H3 -1.39570 1.57210 -0.67788
H4 -2.76570 2.36439 0.33445
H5 0.04854 0.17930 1.07205
H6 0.72378 -1.38743 1.32459
H7 2.54420 0.18482 1.67641
H8 3.36174 1.09474 0.16197
H9 2.01044 1.74063 0.89134
H10 2.47896 -0.10817 -2.13855
H11 0.96460 -1.05655 -1.81065
H12 -3.53505 -0.05578 1.08485

Results
**SMILES string**: C=C/C=C\C[N+](=C)C
**LUMO level**: -0.1742 Ha
**Energy above the lowest of the compared OMol25 structures with the same formula, charge and spin**: 3.028 eV
**HOMO-LUMO gap**: 8.45 eV
**Total charge**: +1
**Total energy**: -8933.97403 eV

---

Record 2
Density functional theory data (ωB97M-V/def2-TZVPD) for an isolated ion of composition C7H12N and charge +1 in a non-equilibrium geometry.

Cartesian coordinates (Å):
C1 -1.02571 -1.09489 0.20193
C2 -1.13772 0.17940 0.67706
C3 -1.05680 -2.23099 0.92906
C4 -1.66732 1.26916 1.24971
C5 -0.33940 -1.20553 -1.12223
C6 0.99347 -0.50408 -0.97947
C7 1.69428 1.76948 0.06638
N1 0.75665 0.88018 -0.52608
H1 -0.71163 -3.13950 0.44736
H2 -1.53391 -2.08135 1.98318
H3 -0.97405 2.03165 1.52060
H4 -2.73950 1.36119 1.59608
H5 -0.35198 -2.24979 -1.45836
H6 -0.91042 -0.66841 -1.98753
H7 1.44666 -1.02619 -0.11357
H8 1.66061 -0.55628 -1.78684
H9 2.13596 1.38212 0.97082
H10 2.45652 2.04994 -0.60916
H11 1.05743 2.60197 0.32548
H12 0.24685 1.23191 -1.38440

Results
**LUMO level (spin up / spin down)**: -0.2098 / -0.2098 Ha
**Energy above the lowest of the compared OMol25 structures with the same formula, charge and spin**: 4.052 eV
**HOMO-LUMO gap (spin up / spin down)**: 8.08 / 8.08 eV
**Total charge**: +1
**Total energy**: -8932.94985 eV